1.
27
Properties=species:S:1:pos:R:3:forces:R:3 method="wB97M-V/def2-TZVPD" e_above_lowest_kcal_mol=5.7 e_tot_ha=-1556.51284 total_charge=+2 spin_multiplicity=3 homo_ev="-16.86 / -16.87"
V -0.48796 -0.21363 0.75648 3.1 -0.6 -3.6
C 1.05504 1.08437 -2.51952 0.7 0.3 -1.3
C 0.22804 -0.07063 -2.08752 0.2 0.1 1.4
O 0.66004 -0.37863 -0.75952 -2.8 0.3 3.4
H 1.04404 1.92437 -1.84652 -0.5 0.5 0.2
H 0.78604 1.35537 -3.54152 -0.1 0.4 0.1
H 2.10804 0.81537 -2.57452 0.0 -0.4 0.1
H 0.56004 -0.95963 -2.58252 -0.7 -0.5 -1.1
H -0.87396 0.14037 -2.05152 0.8 -0.3 -0.7
O 3.18604 -0.87363 -0.22352 -1.6 1.8 0.9
H 3.14904 -1.78063 -0.40552 0.8 -2.3 -0.6
H 2.20504 -0.70363 -0.22252 1.5 0.4 -0.4
O 0.80104 0.99237 1.89648 0.1 0.1 -0.2
H 1.38604 1.60937 1.41048 -0.2 -0.4 0.3
H 1.20004 0.84537 2.76648 0.2 0.0 -0.1
O -1.31296 1.67937 0.16748 -1.1 -1.7 0.7
H -2.19196 1.60437 0.57748 0.2 0.7 -0.3
H -1.21596 2.58137 -0.10952 0.4 0.9 -0.4
O -2.27096 -1.11563 -0.22752 0.7 0.9 0.5
H -2.31996 -0.46763 -0.94952 -0.4 -0.4 -0.4
H -3.13796 -1.10063 0.20948 0.0 -0.4 -0.4
O -1.80296 -0.13963 2.23448 0.5 0.4 2.1
H -2.73496 -0.09063 2.09148 -1.3 -0.1 0.2
H -1.63796 0.17437 3.15148 -0.2 -0.2 -0.5
O 0.30304 -2.09063 1.39148 -1.1 1.1 0.0
H 1.13604 -2.47563 1.15148 1.0 -0.2 -0.7
H 0.18004 -2.34563 2.29648 -0.3 -0.5 1.0

=====

2.
10
Properties=species:S:1:pos:R:3:forces:R:3 method="wB97M-V/def2-TZVPD" e_above_lowest_kcal_mol=3.5 e_tot_ha=-2838.12512 total_charge=+1 spin_multiplicity=2 homo_ev="-14.92 / -13.96"
C -0.52776 0.15869 2.46774 -0.1 0.3 0.1
Cl -1.31379 -0.43032 3.91002 0.1 0.2 0.2
Cl 1.23938 0.20358 2.86269 -1.3 -0.2 -0.6
Cl -1.10011 1.75690 2.02065 0.3 -0.2 0.3
H -0.86749 -0.49469 1.66414 1.0 -0.2 0.0
C 0.52908 -0.12161 -2.57242 0.5 0.2 -1.9
Cl 1.63832 -1.18599 -3.43879 0.1 -0.3 0.2
Cl 0.67154 -0.31686 -0.86895 0.1 0.1 0.9
Cl -1.10425 -0.42448 -3.09704 -0.4 0.0 0.1
H 0.83507 0.85478 -2.94808 -0.3 0.1 0.8

=====

3.
18
Properties=species:S:1:pos:R:3:forces:R:3 method="wB97M-V/def2-TZVPD" e_above_lowest_kcal_mol=12.2 e_tot_ha=-955.62187 total_charge=+1 spin_multiplicity=2 homo_ev="-13.63 / -13.63"
C 3.17169 1.79209 -4.01403 -0.3 -1.1 -0.1
S 2.76953 1.29904 -2.26008 -0.8 -0.2 -0.5
S 0.75685 0.78870 -2.21210 1.6 -0.3 0.3
H 3.63552 2.77597 -4.10518 -0.3 -0.1 0.5
H 2.28196 1.67037 -4.62345 -0.2 0.4 0.1
H 3.85786 1.02190 -4.42050 -0.1 0.3 0.7
H 0.86451 -0.09596 -1.12356 0.1 1.0 -0.8
C -0.49701 -0.92732 2.88466 0.4 0.0 -1.2
C -1.28252 -0.79542 1.54492 -0.5 -0.5 -0.3
C -2.82902 -0.75831 1.67455 -1.2 0.5 1.4
H 0.49943 -1.37331 2.76767 0.0 0.3 -0.6
H -0.93625 -1.71794 3.51537 -0.4 1.2 0.4
H -0.29217 0.10494 3.21679 -0.6 -0.8 1.0
H -1.03722 -1.69670 0.92077 -0.2 0.9 0.2
H -1.03702 0.15610 0.99481 0.3 -0.9 0.4
H -3.29108 0.06904 2.31583 1.2 -0.4 -1.0
H -3.34334 -0.71251 0.70495 0.3 0.0 0.1
H -3.29172 -1.60068 2.21857 0.7 -0.3 -0.4

=====

4.
109
Properties=species:S:1:pos:R:3:forces:R:3 method="wB97M-V/def2-TZVPD" e_tot_ha=-6071.65031 total_charge=0 homo_ev=-6.65
Zn 0.55222 -2.17514 0.88200 1.3 -0.1 -0.1
Zn 2.75604 0.00059 0.41108 0.7 -0.2 0.1
C 3.17037 -2.42995 1.37415 -5.3 4.7 -5.2
O 2.36498 -3.17863 0.81939 -0.7 -10.7 -2.5
O 3.83216 -1.66125 0.68983 12.9 -0.2 -6.0
O 2.42152 -1.55941 1.82428 -8.6 6.8 12.5
C 0.25785 0.30890 0.34283 6.0 -3.6 3.0
O -0.28598 -0.39495 1.14269 -11.1 -1.5 7.4
O 1.11241 1.06303 0.80933 1.1 9.5 1.5
O 0.88744 -0.53324 -0.32682 3.5 -4.5 -11.4
C 3.14251 0.64443 -2.69273 -2.1 0.9 0.4
O 3.36933 0.37269 -1.54303 0.3 -0.8 1.8
N 4.05995 0.98470 -3.52060 5.0 0.6 -2.4
N 1.98444 0.86313 -3.31693 -3.1 -0.5 -0.1
H 3.82226 1.26557 -4.46119 0.7 0.0 0.4
H 5.00941 0.89124 -3.18910 0.0 0.1 -0.5
H 2.02944 0.87251 -4.32588 -0.5 0.0 0.4
H 1.08833 0.65694 -2.89910 0.0 0.1 0.2
C 4.47974 2.63768 1.46447 -1.6 -5.9 0.2
O 3.79486 1.64984 1.06850 1.2 2.0 0.6
N 4.58335 3.78028 0.96106 -0.7 5.5 -4.2
N 5.29933 2.60352 2.47689 1.7 -2.1 3.6
H 4.20928 3.94473 0.03741 0.1 0.5 0.2
H 5.28143 4.35974 1.40494 -0.5 0.5 -1.2
H 5.35531 1.74248 3.00184 0.2 0.4 0.2
H 5.76249 3.45761 2.75278 0.1 -0.9 0.6
C 0.77823 1.77241 5.14109 1.0 -0.3 0.7
O 0.14645 2.76471 5.20644 -2.8 3.7 0.0
N 1.18689 1.14721 6.24977 0.6 -1.0 1.1
N 1.23455 1.24658 4.03903 1.6 -2.1 -2.9
H 0.74412 1.49769 7.08716 0.4 -0.7 0.1
H 1.68904 0.28436 6.09671 -0.3 0.1 1.1
H 1.81903 0.42671 4.11835 -0.2 0.0 -0.5
H 1.05349 1.56180 3.09672 -0.2 0.1 0.1
C 0.29081 -4.64741 -6.62142 -0.5 -0.8 0.8
O 0.60483 -3.57583 -5.75113 0.8 0.2 -0.7
C 0.90367 -3.95590 -4.40266 -0.8 0.6 -0.2
C 1.42154 -2.73750 -3.62886 -1.1 -0.1 0.7
N 0.33885 -1.98665 -2.92379 -0.4 -0.9 -1.5
C -0.57539 -1.33038 -3.89034 -0.4 1.7 2.0
C -1.73381 -0.54083 -3.14363 0.5 0.4 -1.0
O -1.29401 0.63784 -2.41275 0.6 -2.7 -0.9
C -2.28723 1.51330 -2.01733 -0.3 1.7 0.4
H -0.57748 -4.46639 -7.25499 0.1 0.7 0.0
H -0.03185 -5.48463 -6.00252 0.1 -0.4 0.0
H 1.09996 -5.00694 -7.25712 0.4 0.3 0.1
H 1.58791 -4.79406 -4.27073 0.3 0.0 -0.6
H -0.06869 -4.29161 -4.04221 0.0 -0.1 0.8
H 1.95655 -2.07007 -4.30444 0.3 -0.1 -0.2
H 2.07680 -3.09359 -2.83393 0.3 0.1 -0.1
H 0.79454 -1.28030 -2.36387 -0.1 0.2 0.5
H -1.06565 -2.00543 -4.59181 0.3 -0.2 0.2
H 0.02024 -0.59523 -4.43153 -0.2 0.1 -0.6
H -2.32173 -1.25811 -2.57094 0.2 0.2 0.6
H -2.44210 -0.16199 -3.88045 0.0 -0.1 -0.5
H -1.74320 2.15532 -1.32455 -0.6 0.1 0.5
H -3.23590 1.13509 -1.63641 0.4 -0.8 0.6
H -2.66149 2.20939 -2.76799 0.4 -0.1 -0.9
C -2.75723 1.47399 2.89011 -1.2 -0.6 0.3
C -2.95239 0.21775 3.83035 0.1 2.3 -0.4
C -4.19609 -0.64583 3.59272 0.5 0.1 0.4
O -5.41024 -0.14956 4.13530 -1.1 0.2 -0.8
C -6.53216 -0.69796 3.39935 0.6 0.1 0.1
N -1.74926 -0.54991 3.69506 0.1 -1.6 0.0
H -1.85105 2.02216 3.14790 -0.1 0.0 0.3
H -3.62272 2.13657 2.88652 0.0 0.2 0.2
H -2.63338 1.15369 1.85562 0.1 -0.3 -0.1
H -2.96108 0.56961 4.86196 -0.4 0.1 0.1
H -3.97484 -1.57266 4.12201 0.0 -0.5 -0.3
H -4.34152 -0.80503 2.52426 0.2 -0.2 -0.2
H -6.76665 -0.17672 2.47122 0.4 0.6 -0.1
H -7.46319 -0.67713 3.96579 0.4 0.0 0.5
H -6.30496 -1.71204 3.07051 -0.1 -0.3 0.4
H -0.95045 0.01039 3.95593 0.1 0.1 0.0
H -1.62529 -0.71899 2.70706 0.4 0.0 -0.1
C 1.45917 4.82061 -0.81320 0.7 -0.4 0.2
C 1.25342 4.50849 0.65377 -0.2 2.1 0.6
C 1.18977 5.82823 1.41472 0.7 -1.1 0.9
O 0.99142 5.55933 2.80922 -0.9 1.1 -0.3
C 2.09272 5.06120 3.51053 -0.2 -0.3 0.0
N 0.05122 3.78571 0.88191 -0.6 -1.0 -0.4
H 0.74044 5.50649 -1.26164 -0.4 -0.2 0.3
H 1.46529 3.87628 -1.35753 0.2 0.1 -0.3
H 2.41203 5.34498 -0.88527 0.4 -0.2 -0.4
H 2.05845 3.94350 1.12368 0.6 0.0 -0.6
H 0.36530 6.42535 1.02514 0.0 0.2 0.3
H 2.15930 6.31826 1.32535 0.1 0.5 -0.3
H 1.89498 5.14221 4.57938 -0.2 0.0 -0.1
H 3.00760 5.61848 3.30921 0.3 0.1 -0.3
H 2.20619 4.00527 3.26512 0.5 -0.2 0.2
H -0.17078 3.79921 1.86712 -0.2 0.4 0.4
H 0.44340 2.86173 0.76989 -0.9 -1.0 -0.2
C -2.70457 -2.14674 0.05895 -0.4 -0.4 0.8
C -1.96726 -3.47877 -0.20742 -0.6 0.4 -0.8
C -2.53512 -4.07667 -1.48070 -1.0 -2.1 -0.9
O -2.08904 -5.45790 -1.70124 0.0 1.1 0.8
C -2.52232 -6.04078 -2.90408 0.8 -0.2 -0.4
N -0.52525 -3.28512 -0.46300 -0.3 -0.6 1.0
H -2.42349 -1.32592 -0.60085 0.2 -0.1 0.3
H -2.66041 -1.86966 1.11222 0.9 0.3 -0.1
H -3.78802 -2.26173 0.02704 -0.2 -0.4 -0.7
H -2.07169 -4.14313 0.65038 -0.2 -0.1 -0.1
H -2.31138 -3.45666 -2.34882 0.7 0.2 -0.1
H -3.62011 -4.15377 -1.55109 -0.3 0.3 0.7
H -1.91894 -5.64945 -3.72317 -0.1 0.2 -0.4
H -3.57651 -5.95720 -3.16828 -0.2 0.4 0.4
H -2.29459 -7.10636 -2.87643 0.0 0.0 0.3
H -0.43237 -2.91321 -1.39743 0.3 1.3 -0.6
H -0.13591 -4.19743 -0.65330 0.3 -0.6 0.6

=====

5.
17
Properties=species:S:1:pos:R:3:forces:R:3 method="wB97M-V/def2-TZVPD" e_above_lowest_kcal_mol=40.4 e_tot_ha=-3255.81503 total_charge=+1 homo_ev=-13.02
C 0.12668 1.28929 0.87679 -1.7 0.2 2.4
C -1.69619 -0.10101 -1.02113 -0.4 1.6 2.0
C 0.65987 -1.99670 -0.74637 0.7 1.3 0.5
N 0.79193 0.17954 0.51863 3.0 -1.3 -2.1
N 0.81254 2.41047 1.06519 1.9 2.4 -1.3
N 0.13846 -0.94856 0.17283 0.1 -0.5 -2.6
S -1.06597 1.41190 -1.17683 -0.6 -1.1 -0.7
Br -3.11131 -0.33761 0.34542 0.7 -0.1 -0.7
H -0.82320 1.19835 1.59220 2.0 -0.2 -2.0
H -1.60357 -1.03734 -1.51909 0.1 0.0 -0.9
H -0.17682 -2.49935 -1.21329 -0.1 0.2 -0.3
H 1.37322 -1.55707 -1.43756 -0.4 0.2 -0.5
H 1.23119 -2.74072 -0.24669 0.4 -0.7 0.9
H 1.74096 0.19126 -0.04668 -2.4 0.8 1.8
H 1.59012 2.68381 0.34588 -2.0 -0.6 2.1
H 0.46119 3.18887 1.67321 0.4 -1.3 -1.1
H -0.44910 -1.33514 0.81748 -1.7 -0.7 2.6

=====

6.
46
Properties=species:S:1:pos:R:3:forces:R:3 method="wB97M-V/def2-TZVPD" e_tot_ha=-4328.29405 total_charge=-2 spin_multiplicity=7 homo_ev="-1.69 / -1.83"
Cr -2.17673 -2.41099 0.70740 2.9 0.0 3.5
Cr 0.81124 -1.22896 1.60704 -3.1 0.3 -0.1
P -1.73242 0.00089 2.18073 1.4 -4.4 1.8
O -2.20222 0.05255 3.59357 -0.8 2.9 -1.0
O -1.15692 -1.45455 2.18114 2.0 -6.9 -0.7
O -0.26643 0.41899 1.83937 0.4 4.5 -0.7
O -2.66700 -0.48515 1.01467 -1.7 2.7 -1.2
P -2.94065 -4.22865 2.64540 1.6 -0.6 3.8
O -3.75240 -5.49154 2.67927 -0.3 1.1 -0.5
O -1.95837 -3.97358 3.78758 -1.9 -0.3 0.3
O -3.53662 -2.88352 2.03448 -2.3 1.7 -0.4
O -1.92577 -4.07827 1.49495 3.1 -0.9 -5.3
C 0.13941 -1.95806 -0.90974 -4.1 2.8 10.1
O -1.11872 -1.75621 -1.00639 -5.5 3.8 -8.8
O 0.92795 -1.02493 -0.50943 3.7 1.9 -5.0
O -0.07012 -2.64998 0.17324 5.1 -8.1 4.2
C 4.40440 1.11124 2.37690 1.4 -1.9 1.5
C 3.68379 1.08032 1.07788 -0.4 0.8 0.3
O 2.31943 0.66680 1.28330 1.1 0.2 -0.3
O 4.51873 -0.17186 3.06893 -0.4 0.3 -0.5
H 4.02784 1.83055 3.10441 -0.4 0.2 -0.3
H 5.46994 1.30038 2.23466 -0.1 0.6 -0.4
H 4.19284 0.53351 0.28473 -0.1 -0.4 0.2
H 3.71737 2.13702 0.79309 -0.3 0.0 -0.4
H 1.81318 1.20718 0.66098 -0.6 -0.3 0.3
H 3.64555 -0.57440 3.12830 -0.1 0.1 0.1
C 1.39550 0.25329 -3.68564 1.8 -0.4 -1.0
C 1.34676 1.33697 -2.66571 -0.9 -1.5 1.4
O 2.34432 1.16990 -1.64218 0.7 1.1 -0.8
O 2.58910 0.35047 -4.52044 0.0 -0.3 0.1
H 0.55038 0.21563 -4.37315 -0.4 0.1 0.4
H 1.54253 -0.68520 -3.15216 -0.3 -0.1 -0.2
H 0.43845 1.12250 -2.09920 -0.7 0.8 -0.5
H 1.33561 2.29002 -3.19309 0.3 0.4 0.7
H 2.08027 0.39938 -1.11427 -0.4 -0.4 -0.4
H 2.68795 1.23952 -4.87116 -0.2 0.1 0.1
C -3.81244 2.10451 -0.71734 -1.2 -1.2 -1.2
C -2.43824 1.88565 -1.29804 2.0 2.2 1.2
O -2.20536 1.17588 -2.47732 -0.6 -0.6 -0.5
O -4.32922 0.81514 -0.47487 -0.1 0.2 0.7
H -4.51915 2.59093 -1.40415 0.2 0.0 -0.2
H -3.84689 2.72081 0.19106 0.7 0.1 0.0
H -1.85108 1.48540 -0.46700 0.1 -0.4 -0.1
H -1.93877 2.85623 -1.46824 -0.3 0.2 0.1
H -1.87018 0.29615 -2.25701 -0.3 -0.1 0.2
H -3.66681 0.40806 0.16345 -0.8 -0.4 -0.4

=====

7.
7
Properties=species:S:1:pos:R:3:forces:R:3 method="wB97M-V/def2-TZVPD" e_above_lowest_kcal_mol=90.7 e_tot_ha=-567.95626 total_charge=0 homo_ev=-9.47 smiles=C#[N+][O-].S
C -0.48643 2.17756 0.26044 2.5 -2.3 -0.1
N 0.41717 1.46380 0.08968 -2.6 1.7 -0.7
O 1.21069 0.70329 -0.33968 1.5 -1.1 0.1
H -1.12987 2.92974 0.47310 -1.5 1.7 0.7
S -0.48816 -2.28498 -0.01524 -1.2 0.4 0.3
H 0.15127 -3.40119 0.35685 0.7 0.3 -0.5
H 0.32534 -1.58823 -0.82516 0.6 -0.7 0.2

=====

8.
21
Properties=species:S:1:pos:R:3:forces:R:3 method="wB97M-V/def2-TZVPD" e_above_lowest_kcal_mol=25.5 e_tot_ha=-403.20320 total_charge=+1 spin_multiplicity=2 homo_ev="-14.26 / -14.73"
N -1.01550 0.70537 0.32868 0.3 -1.8 -0.9
C -0.75302 -0.57743 0.78286 -0.9 1.1 0.6
C -0.01800 -1.55920 0.11685 1.1 0.0 0.4
C 0.74208 -1.41720 -1.09472 -1.1 0.5 0.8
C 0.13916 -0.77737 -2.10864 0.0 0.9 -0.9
C -1.27651 -0.82184 2.15358 0.1 0.0 0.2
H -2.01727 0.77869 0.15049 0.0 0.9 0.6
H -0.47657 0.97627 -0.48722 0.0 0.1 -0.2
H 0.09090 -2.47530 0.68202 0.2 -0.1 0.0
H 1.73826 -1.83984 -1.06807 -0.1 -0.3 -0.6
H 0.52596 -0.58783 -3.08991 0.8 -0.5 -0.3
H -0.83336 -0.29832 -2.07077 -0.2 -0.6 0.5
H -0.97166 -1.79071 2.54233 -0.4 -0.1 -0.1
H -2.34734 -0.62605 2.24168 -0.2 -0.4 -0.2
H -0.86865 -0.05951 2.82811 0.3 0.0 -0.2
H 1.83722 1.53539 -2.78857 0.0 0.0 -0.4
H 0.44861 2.01254 -3.34176 0.2 0.0 -0.4
O 1.10760 2.14470 -2.65769 -0.3 0.0 0.8
H 0.76798 1.20726 1.84971 0.0 0.4 -0.1
H 1.73443 2.19361 2.50669 0.0 0.1 0.0
O 1.44566 1.27678 2.52434 0.0 -0.3 0.0